183
Properties=species:S:1:pos:R:3 method="wB97M-V/def2-TZVPD" e_lumo_ev=0.3 total_energy_ha=-2981.8716 smiles=CC1(C)CCCC(C)(C)N1O.CC1(C)CCCC(C)(C)N1O.CC1(C)CCCC(C)(C)N1O.CC1(C)CCCC(C)(C)N1O.CC1(C)CCCC(C)(C)N1O.CC1(C)CCCC(C)(C)N1O.O largest_force_ev_per_a=3.50 multiplicity=1 homo_lumo_gap_ev=8.3 homo_energy_ha=-0.29259
C 10.48011 4.03701 -17.97323
C 9.23505 3.44775 -17.30794
C 9.10125 4.08890 -15.89832
C 7.99334 3.89918 -18.07626
C 7.80382 3.11931 -19.44919
C 7.72700 1.65581 -19.18016
C 8.85459 1.11856 -18.36024
C 8.42020 -0.28229 -17.79406
C 10.17531 0.96058 -19.25014
N 9.17747 1.97561 -17.15395
O 10.19739 1.52463 -16.32085
H 10.64223 5.05662 -17.62363
H 11.43125 3.56381 -17.72927
H 10.44482 4.01271 -19.06239
H 9.90884 3.61931 -15.33674
H 9.10097 5.17804 -15.85472
H 8.24737 3.77620 -15.29731
H 7.14722 3.75264 -17.40492
H 8.13177 4.96474 -18.25938
H 6.89266 3.55479 -19.85938
H 8.55225 3.33476 -20.21177
H 7.43993 1.14061 -20.09682
H 6.84214 1.71979 -18.54689
H 9.27491 -0.66742 -17.23797
H 7.97556 -0.86139 -18.60340
H 7.59883 -0.14822 -17.09016
H 10.75782 1.87620 -19.35220
H 9.86154 0.55478 -20.21190
H 10.85804 0.18935 -18.89352
H 9.65253 1.07128 -15.67339
C 13.51028 -5.14766 -5.30198
C 12.91427 -4.42535 -4.10766
C 11.37042 -4.39988 -4.28404
C 13.12929 -5.24707 -2.84202
C 14.48552 -5.12280 -2.14643
C 14.77391 -3.68034 -1.99122
C 14.62326 -2.82783 -3.32860
C 14.68868 -1.44108 -2.78563
C 15.74893 -3.13499 -4.26891
N 13.30196 -3.01423 -3.89457
O 13.19666 -2.24534 -5.04969
H 14.45976 -5.63626 -5.08321
H 12.85991 -5.87913 -5.78163
H 13.70968 -4.48675 -6.14551
H 10.99025 -5.37814 -3.98984
H 10.79889 -3.68374 -3.69361
H 11.07857 -4.24406 -5.32261
H 12.41532 -5.11151 -2.02962
H 13.14692 -6.30494 -3.10411
H 14.41348 -5.65946 -1.20044
H 15.28475 -5.58038 -2.72950
H 15.79265 -3.46621 -1.66809
H 14.17369 -3.20447 -1.21573
H 13.96077 -1.28388 -1.98968
H 14.51660 -0.65847 -3.52455
H 15.66441 -1.32095 -2.31486
H 16.12025 -4.15630 -4.18456
H 16.57602 -2.46597 -4.03138
H 15.51876 -3.06732 -5.33218
H 12.39954 -1.73089 -4.90293
C 11.93068 -8.34292 -16.71947
C 13.12904 -9.25600 -16.71131
C 12.73401 -10.58142 -17.36252
C 14.17077 -8.66645 -17.71002
C 15.17221 -7.74898 -16.93321
C 15.76125 -8.38240 -15.62127
C 14.64029 -8.83141 -14.60457
C 15.26090 -9.64263 -13.46715
C 14.02310 -7.59253 -13.96872
N 13.62690 -9.56974 -15.34386
O 12.77490 -10.35753 -14.55274
H 12.13534 -7.30160 -16.96816
H 11.10158 -8.62763 -17.36725
H 11.41842 -8.35032 -15.75737
H 13.55208 -11.29848 -17.29395
H 11.89939 -10.95863 -16.77158
H 12.27591 -10.59847 -18.35143
H 14.84465 -9.45744 -18.03914
H 13.66341 -8.10088 -18.49158
H 15.91220 -7.43553 -17.66961
H 14.72854 -6.78378 -16.68898
H 16.21902 -7.63305 -14.97550
H 16.48805 -9.16628 -15.83437
H 15.52788 -10.67325 -13.70091
H 14.52833 -9.54180 -12.66636
H 16.18408 -9.22513 -13.06523
H 13.18235 -7.80195 -13.30736
H 13.64076 -7.08099 -14.85203
H 14.77214 -6.94364 -13.51489
H 13.16266 -11.17325 -14.87807
C 0.79907 0.70630 -7.78412
C 0.94297 -0.70905 -8.49049
C 1.52785 -1.80132 -7.57111
C -0.43477 -1.24327 -8.99251
C -1.07540 -0.64776 -10.16684
C -0.16558 -0.63645 -11.31647
C 1.20179 -0.01253 -10.95735
C 2.01721 -0.33699 -12.25067
C 1.08355 1.51450 -10.82491
N 1.72388 -0.59932 -9.73111
O 3.01894 -0.23666 -9.48231
H 0.20689 0.55199 -6.88212
H 1.71355 1.17571 -7.42154
H 0.27522 1.50833 -8.30417
H 1.41374 -2.80548 -7.97945
H 2.59269 -1.67274 -7.37702
H 0.98294 -1.78034 -6.62732
H -0.44775 -2.33312 -8.97973
H -1.12308 -1.12369 -8.15584
H -1.93860 -1.30319 -10.28256
H -1.41095 0.34077 -9.85330
H -0.58140 -0.00466 -12.10135
H -0.05824 -1.59285 -11.82822
H 2.21444 -1.40588 -12.33257
H 2.99085 0.13686 -12.37556
H 1.49070 -0.15825 -13.18819
H 1.30892 2.03844 -11.75378
H 1.78041 1.74650 -10.01951
H 0.12028 1.88194 -10.47110
H 3.50879 -1.00259 -9.79051
C 4.89719 -8.37467 -12.27289
C 3.67308 -9.24802 -12.66461
C 3.24568 -10.08113 -11.40023
C 2.64252 -8.18083 -13.12053
C 1.34460 -8.75574 -13.61759
C 1.67460 -9.60278 -14.87735
C 2.87201 -10.69014 -14.68698
C 2.24652 -11.91690 -14.00216
C 3.43588 -10.94260 -16.10935
N 3.97578 -10.07928 -13.84973
O 5.06860 -10.95488 -13.65425
H 5.27909 -7.72349 -13.05915
H 4.71684 -7.83087 -11.34560
H 5.71827 -9.00061 -11.92339
H 3.95071 -10.89748 -11.24333
H 3.24652 -9.36972 -10.57440
H 2.25558 -10.53403 -11.45183
H 2.48606 -7.58767 -12.21953
H 3.06059 -7.58755 -13.93376
H 0.89123 -9.30325 -12.79127
H 0.58763 -8.02545 -13.90355
H 1.84488 -8.97136 -15.74936
H 0.72161 -10.02697 -15.19354
H 3.00680 -12.54572 -13.53885
H 1.83399 -12.58777 -14.75573
H 1.51406 -11.72832 -13.21728
H 4.38376 -11.47091 -16.00683
H 3.67000 -9.95583 -16.50882
H 2.70691 -11.46619 -16.72788
H 5.84676 -10.39908 -13.73875
C 10.77014 6.84260 -7.47311
C 11.15432 5.59180 -6.59670
C 12.34186 4.82570 -7.39460
C 11.79040 6.07797 -5.24127
C 10.75595 6.51257 -4.18092
C 9.74893 5.35788 -3.99784
C 9.04462 4.89504 -5.26623
C 8.42774 3.52774 -4.92399
C 7.89702 5.86087 -5.61983
N 10.02132 4.62391 -6.35540
O 9.50491 4.13337 -7.52843
H 10.11357 7.53032 -6.94014
H 11.67310 7.33811 -7.82983
H 10.22465 6.65211 -8.39737
H 13.22029 5.40937 -7.66991
H 12.60965 3.93018 -6.83384
H 11.89134 4.34823 -8.26475
H 12.40998 5.27427 -4.84342
H 12.58941 6.81012 -5.35812
H 11.33791 6.58269 -3.26195
H 10.19086 7.42113 -4.38898
H 8.91829 5.59565 -3.33329
H 10.29845 4.53085 -3.54823
H 7.62002 3.70256 -4.21329
H 9.05691 2.86571 -4.32903
H 8.15081 2.90875 -5.77738
H 7.14986 5.89534 -4.82695
H 7.51572 5.43889 -6.54969
H 8.12317 6.90229 -5.84876
H 9.00953 4.86055 -7.91237
O 9.30480 -1.93707 -10.33532
H 10.09857 -2.46455 -10.24626
H 9.52121 -1.10490 -9.91473